88
Properties=species:S:1:pos:R:3:forces:R:3 method="wB97M-V/def2-TZVPD" homo_lumo_gap_ev=8.36 fmax_ha_per_bohr=0.0028 e_tot_ha=-7564.7109 homo_ev=-15.27 total_charge=+3 spin_multiplicity=1
Pb 1.63199 2.38257 3.41294 0.0 0.0 0.0
O 2.88927 1.44794 -0.25171 0.0 0.0 0.0
C 1.78731 1.61425 0.22632 0.0 0.0 0.1
N 1.42889 1.08092 1.47671 0.1 0.0 0.0
C 1.30949 -0.26104 1.53091 0.0 0.1 -0.1
O 1.20165 -0.99000 0.54200 0.0 0.0 0.0
C 1.28290 -0.87473 2.90455 0.0 -0.1 0.0
C 1.11161 -2.23796 3.05931 0.0 0.0 0.0
C 1.09588 -2.76336 4.34449 0.0 0.0 0.0
C 1.25201 -1.91155 5.42436 0.0 0.0 0.0
C 1.43212 -0.55989 5.18001 0.0 0.0 0.0
N 1.44887 -0.05761 3.94649 0.0 0.0 0.1
C 0.78909 2.48331 -0.48501 0.0 0.0 0.0
C 1.24051 3.57901 -1.20548 0.0 0.0 0.0
C 0.30700 4.40021 -1.81832 0.0 0.0 0.0
C -1.03569 4.08062 -1.69890 0.0 0.0 0.0
C -1.38846 2.93579 -0.99765 0.0 0.0 0.0
N -0.50083 2.13971 -0.39658 0.0 0.0 0.0
H 1.00233 -2.85978 2.18293 0.0 0.0 0.0
H 0.96659 -3.82625 4.49934 0.0 0.0 0.0
H 1.24598 -2.27881 6.44077 0.0 0.0 0.0
H 1.57619 0.13821 5.99625 0.0 0.0 0.0
H 2.30237 3.77947 -1.26247 0.0 0.0 0.0
H 0.61992 5.27619 -2.37093 0.0 0.0 0.0
H -1.80133 4.70104 -2.14403 0.0 0.0 0.0
H -2.43022 2.64836 -0.90467 0.0 0.0 0.0
C -4.10304 -3.20500 -4.75546 0.0 0.0 0.0
Se -3.76593 -3.04622 -2.85192 0.0 -0.1 0.0
C -4.76051 -4.64758 -2.27187 0.0 0.0 0.0
C -5.21379 -4.50231 -0.83550 0.0 0.0 0.0
Se -3.69381 -4.10657 0.31737 0.1 0.0 0.1
C -4.71073 -3.44689 1.83653 0.0 0.0 0.0
H -3.97813 -4.23495 -5.07652 0.0 0.0 0.0
H -3.40749 -2.55024 -5.27369 0.0 0.0 0.0
H -5.12698 -2.87501 -4.91771 0.0 0.0 0.0
H -4.08782 -5.49016 -2.42686 0.0 0.0 0.0
H -5.59760 -4.72035 -2.96671 0.0 0.0 0.0
H -5.68216 -5.43447 -0.52133 0.0 0.0 0.0
H -5.94220 -3.69847 -0.73378 0.0 0.0 0.0
H -5.32819 -4.24922 2.22985 0.0 0.0 0.0
H -5.31993 -2.59626 1.54421 0.0 0.0 0.0
H -3.99164 -3.14505 2.59336 0.0 0.0 0.0
S 4.06170 5.79286 0.56344 0.0 0.0 0.0
C 3.73635 4.33806 1.39231 0.0 0.0 0.0
N 2.51029 4.15206 1.78222 0.0 0.0 0.0
C 1.71014 5.23609 1.42530 0.0 0.0 0.0
C 0.34243 5.37170 1.67394 -0.1 0.0 0.0
C -0.29729 6.50829 1.23051 0.0 0.0 0.0
C 0.40000 7.51093 0.53921 0.0 0.0 0.0
C 1.74947 7.39028 0.28356 0.0 0.0 0.0
C 2.39520 6.23954 0.73587 0.0 0.0 0.0
H 4.52066 3.61834 1.58077 0.0 0.0 0.0
H -0.21433 4.60878 2.20652 0.0 0.0 0.0
H -1.35312 6.63799 1.42670 0.0 0.0 0.0
H -0.12647 8.39735 0.21299 0.0 0.0 0.0
H 2.28992 8.16753 -0.23947 0.0 0.0 0.0
N 4.81001 0.61889 1.79941 0.0 0.0 0.0
C 4.74574 1.05120 3.04653 0.0 0.0 0.0
O 3.87081 1.86011 3.43970 0.0 0.0 0.0
C 5.77723 0.56155 4.01612 0.0 0.0 0.0
I 5.15953 -1.33905 4.76201 0.0 0.0 0.0
H 4.12358 0.88174 1.09055 0.0 0.0 0.0
H 5.53753 -0.02690 1.53553 0.0 0.0 0.0
H 5.84658 1.23859 4.85929 0.0 0.0 0.0
H 6.74977 0.41915 3.55450 0.0 0.0 0.0
C -1.82175 0.00751 -2.92700 0.0 0.0 0.0
N -0.82752 -0.42737 -1.91682 0.1 0.0 0.0
C 0.54445 -0.44666 -2.50622 0.1 0.0 0.0
C -1.23484 -1.71262 -1.22137 0.0 0.0 0.0
C -0.98316 -2.96746 -2.01703 0.0 0.0 0.0
C 0.28737 -3.53455 -1.93066 0.0 0.0 0.0
C 0.61730 -4.69782 -2.60973 0.0 0.0 0.0
C -0.33455 -5.33838 -3.38706 0.0 0.0 0.0
C -1.61839 -4.81968 -3.46227 0.1 0.0 0.0
C -1.93410 -3.65113 -2.78396 -0.1 0.0 0.0
H -1.52472 0.97534 -3.32435 0.0 0.0 0.0
H -2.80176 0.08652 -2.46184 0.0 0.0 0.0
H -1.83699 -0.71829 -3.73893 0.0 0.0 0.0
H -0.78657 0.30326 -1.18123 -0.1 0.0 0.1
H 0.57468 -1.15211 -3.33179 0.0 0.0 0.0
H 1.25071 -0.71592 -1.72600 0.0 0.0 0.0
H 0.76385 0.55520 -2.87083 0.0 0.0 0.0
H -2.28135 -1.59506 -0.94435 0.0 0.0 0.0
H -0.63990 -1.74381 -0.31161 0.0 0.0 0.0
H 1.02417 -3.05367 -1.29780 0.0 0.0 0.0
H 1.61281 -5.11100 -2.52256 0.0 0.0 0.0
H -0.09041 -6.24803 -3.91828 0.0 0.0 0.0
H -2.36056 -5.34718 -4.04739 0.0 0.0 0.0

---

83
Properties=species:S:1:pos:R:3:forces:R:3 method="wB97M-V/def2-TZVPD" homo_lumo_gap_ev=5.67 fmax_ha_per_bohr=0.1031 e_tot_ha=-2418.2038 homo_ev=-13.46 total_charge=+2 spin_multiplicity=1
Zr -0.19120 0.95849 1.77108 0.1 -0.2 4.8
C -1.82727 1.88632 -4.82675 -0.4 0.3 0.1
C -1.97014 0.57764 -4.64180 -0.3 -0.2 -0.3
C -1.06135 -0.44728 -5.26653 -0.2 -0.4 -0.6
C 0.45582 -0.10506 -5.30009 0.1 -0.2 -0.4
C 0.97605 0.70227 -4.14672 0.0 -0.4 -0.1
C 1.00740 2.02835 -4.17887 0.2 -0.1 0.0
C 0.52879 2.74367 -5.40235 0.1 0.9 -0.5
C -0.94391 2.48376 -5.85945 0.6 0.3 -0.3
C 1.60133 1.42559 3.05408 -0.1 0.2 -0.5
H -2.37485 2.64583 -4.25622 -0.1 -0.6 -0.5
H -2.85816 0.15979 -4.15382 0.4 0.4 0.2
H -1.40897 -0.60886 -6.30981 0.3 -0.1 0.4
H -1.18404 -1.42562 -4.76662 -0.1 0.4 -0.1
H 1.02414 -1.05002 -5.33770 -0.3 0.3 -0.1
H 0.67720 0.42376 -6.24051 0.0 -0.2 0.3
H 1.37845 0.10127 -3.33492 0.2 0.6 -0.3
H 1.45171 2.62214 -3.37799 -0.1 -0.2 -0.1
H 1.19327 2.47662 -6.24824 -0.2 0.3 0.4
H 0.62634 3.82582 -5.25437 0.2 -0.2 0.0
H -1.37222 3.45657 -6.14333 0.1 -0.4 0.0
H -0.94759 1.86717 -6.77107 0.0 0.1 0.3
H 1.06881 2.01962 3.81542 0.0 0.0 -0.1
H 2.40868 2.04472 2.66618 0.1 -0.1 0.1
H 2.01808 0.55126 3.57428 -0.1 0.1 -0.3
P 1.72006 -0.13016 0.29064 4.9 -1.6 -1.3
P -1.31513 -0.90942 0.40468 -3.5 -0.6 -1.5
N 2.89685 1.02202 -0.35590 -1.4 -0.2 0.9
N 2.95027 -1.40410 0.80857 -1.0 1.3 0.1
N -1.99981 0.54233 -0.33584 1.0 -0.1 -0.6
N -2.85250 -1.69863 0.66666 1.4 0.2 1.0
C 0.97897 -0.96655 -1.17160 -0.2 0.0 0.0
C -0.36267 -1.70811 -0.91949 0.4 -0.5 -0.1
C 2.94748 2.35783 0.08025 0.7 0.5 -0.5
C 3.99356 2.99223 -0.56425 -0.9 -0.4 0.3
C 4.60106 2.04301 -1.44550 -1.0 -0.8 0.7
C 3.92484 0.84321 -1.27748 0.3 0.5 -0.4
C 3.91356 -1.20696 1.81022 0.2 -0.8 0.4
C 4.59414 -2.40538 2.03615 -0.9 1.0 -0.5
C 4.05625 -3.37432 1.12580 -1.0 1.1 -0.4
C 3.06651 -2.72938 0.38854 0.2 -0.8 0.4
C -1.98521 1.85923 0.23398 0.3 -0.2 0.1
C -2.51923 2.71600 -0.73865 0.1 -0.2 0.3
C -2.79490 1.96018 -1.88764 0.1 -0.5 0.3
C -2.39353 0.65183 -1.64424 -0.2 0.5 1.0
C -4.01243 -1.88509 -0.10280 -0.5 -0.7 0.0
C -4.83709 -2.79067 0.55913 1.4 0.8 -0.1
C -4.19189 -3.13397 1.80190 0.8 0.6 -0.5
C -2.99704 -2.44613 1.84888 -0.8 -0.6 -0.1
H 1.73452 -1.65016 -1.59203 -0.4 0.3 0.0
H 0.80853 -0.16995 -1.91136 0.0 -0.1 0.5
H -0.94392 -1.81997 -1.84999 0.2 0.1 0.4
H -0.16629 -2.73435 -0.55847 -0.1 0.3 0.0
H 2.26959 2.73998 0.83341 0.2 -0.1 -0.2
H 4.28955 4.02434 -0.40967 -0.1 -0.3 -0.1
H 5.42225 2.23954 -2.11372 0.1 -0.2 0.0
H 4.08166 -0.12380 -1.72740 0.1 0.0 0.0
H 4.03223 -0.22910 2.26364 0.0 -0.2 -0.1
H 5.38713 -2.57204 2.76125 -0.2 0.2 -0.3
H 4.35089 -4.41273 1.02401 0.0 0.3 -0.1
H 2.44284 -3.09722 -0.41570 0.2 -0.1 0.2
H -2.06051 1.99447 1.33789 -0.9 0.2 -0.6
H -2.70131 3.78029 -0.63030 0.0 -0.3 0.1
H -3.27599 2.29272 -2.79531 0.2 0.0 0.3
H -2.35416 -0.22460 -2.27256 -0.1 0.3 0.0
H -4.16005 -1.33226 -1.02448 0.0 -0.3 0.2
H -5.78282 -3.18405 0.20703 0.1 0.3 0.0
H -4.56419 -3.81741 2.55383 0.1 0.2 -0.1
H -2.23780 -2.36690 2.60937 0.0 -0.2 0.1
O -1.31163 1.16383 3.76251 0.3 -0.5 -0.9
C -0.90459 0.00526 4.16466 0.6 0.1 0.2
O -0.29752 -0.71041 3.26475 -0.5 0.9 -0.6
C -0.99638 -0.47244 5.56062 0.1 0.6 -0.4
C -0.39360 -1.69496 5.88701 -0.1 -0.5 0.1
C -0.51821 -2.22586 7.16902 0.1 0.5 -0.1
C -1.18231 -1.47366 8.14837 -0.1 0.0 -0.4
C -1.70224 -0.20551 7.84966 0.2 0.2 -0.1
C -1.60031 0.32050 6.55472 -0.1 -0.4 0.4
H 0.16940 -2.22956 5.12413 -0.2 0.0 0.1
H -0.06896 -3.19078 7.41555 -0.2 0.4 -0.1
H -1.29309 -1.88561 9.15040 0.0 0.2 -0.2
H -2.15861 0.37843 8.65548 0.1 -0.2 -0.4
H -1.97257 1.32114 6.32780 0.0 -0.4 0.0